Formula: C21H49FN3O13PS
Source: the Open Molecules 2025 dataset
Level of theory: ωB97M-V with the def2-TZVPD basis set

Positions of all 89 atoms, in Å:
O (3.75, -5.13, 0.25)
C (4.33, -4.28, -0.27)
O (4.98, -4.35, -1.52)
C (4.69, -3.09, -2.19)
C (4.12, -2.21, -1.00)
P (2.24, -2.54, -1.14)
O (1.39, -1.89, 0.12)
O (1.69, -2.00, -2.61)
S (4.35, -0.41, -1.03)
O (3.66, 0.13, 0.12)
O (3.81, 0.13, -2.25)
F (5.91, 0.05, -0.98)
O (4.54, -2.94, 0.14)
H (5.53, -2.60, -2.72)
H (3.94, -3.39, -2.95)
H (1.09, -0.97, -0.06)
H (1.44, -2.81, -3.10)
C (2.03, 7.42, 1.71)
O (2.42, 6.40, 0.81)
C (3.70, 5.85, 1.11)
C (3.56, 4.40, 1.55)
N (2.93, 4.31, 2.87)
C (2.55, 2.95, 3.24)
C (1.46, 2.27, 2.41)
O (0.18, 2.87, 2.54)
C (-0.06, 3.95, 1.65)
H (1.10, 7.86, 1.33)
H (1.84, 7.01, 2.70)
H (2.79, 8.21, 1.76)
H (4.24, 6.44, 1.85)
H (4.28, 5.87, 0.18)
H (4.55, 3.94, 1.60)
H (2.97, 3.87, 0.79)
H (2.10, 4.89, 2.87)
H (2.19, 3.00, 4.28)
H (3.44, 2.32, 3.25)
H (1.35, 1.25, 2.80)
H (1.74, 2.16, 1.36)
H (0.47, 3.84, 0.70)
H (0.21, 4.90, 2.12)
H (-1.13, 3.99, 1.45)
C (-3.14, -4.96, -8.51)
O (-2.33, -3.81, -8.64)
C (-3.06, -2.59, -8.50)
C (-2.62, -1.86, -7.24)
N (-3.06, -2.56, -6.04)
C (-2.47, -2.05, -4.80)
C (-0.96, -2.21, -4.63)
O (-0.53, -3.56, -4.49)
C (-0.28, -4.23, -5.72)
H (-2.52, -5.83, -8.75)
H (-3.50, -5.07, -7.48)
H (-3.98, -4.93, -9.20)
H (-4.14, -2.75, -8.51)
H (-2.81, -1.97, -9.37)
H (-3.04, -0.85, -7.24)
H (-1.52, -1.77, -7.27)
H (-2.82, -3.54, -6.13)
H (-2.96, -2.58, -3.98)
H (-2.73, -0.99, -4.70)
H (-0.70, -1.72, -3.68)
H (-0.39, -1.69, -5.40)
H (0.08, -3.55, -6.50)
H (-1.17, -4.75, -6.06)
H (0.49, -4.98, -5.55)
C (-4.31, 2.40, 5.47)
O (-3.65, 1.69, 4.45)
C (-2.25, 1.97, 4.38)
C (-1.44, 0.74, 4.77)
N (-1.58, 0.44, 6.19)
C (-1.03, -0.86, 6.57)
C (-1.72, -2.10, 6.00)
O (-3.04, -2.31, 6.48)
C (-4.04, -1.63, 5.74)
H (-5.38, 2.22, 5.37)
H (-4.00, 2.06, 6.46)
H (-4.14, 3.48, 5.38)
H (-1.97, 2.84, 5.00)
H (-2.02, 2.23, 3.35)
H (-0.39, 0.91, 4.53)
H (-1.80, -0.09, 4.15)
H (-2.56, 0.46, 6.44)
H (-1.10, -0.91, 7.66)
H (0.03, -0.89, 6.32)
H (-1.14, -2.97, 6.35)
H (-1.68, -2.14, 4.91)
H (-3.79, -1.52, 4.69)
H (-4.25, -0.65, 6.18)
H (-4.96, -2.21, 5.82)

Properties
Maximum force = 4.059 eV/A
Energy above the lowest of the compared OMol25 structures with the same formula, charge and spin = 0.00 kcal per mole
Energy = -2811.14681 hartree
SMILES string = O=C1OC[C@](P(O)O)(S(=O)(=O)F)O1.COCCNCCOC.COCCNCCOC.COCCNCCOC
HOMO-LUMO gap = 8.55 eV